Record 1
DFT (ωB97M-V with the def2-TZVPD basis set) results for 5 unconnected molecules or ions with the total composition C64H144F2NO4P4S2.

Positions of all 221 atoms, in Å:
C: -1.0425 -4.7798 -0.9712
C: -1.8805 -3.7045 -1.6538
C: -2.3410 -4.0397 -3.0793
C: -3.6054 -4.9329 -3.1201
P: -3.3813 -6.4439 -4.0518
C: -2.8013 -6.2015 -5.7489
C: -2.4884 -7.5043 -6.4933
C: -2.3612 -7.2652 -8.0017
C: -3.6543 -7.3655 -8.7986
C: -4.8295 -7.5187 -3.9683
C: -5.3800 -7.7584 -2.5572
C: -6.7389 -8.4521 -2.4942
C: -7.9124 -7.7107 -3.1483
C: -2.1025 -7.4068 -3.2120
C: -1.9002 -8.9092 -3.4636
C: -0.5019 -9.3592 -3.8689
C: 0.5952 -9.0346 -2.8515
H: -0.2291 -5.1007 -1.6282
H: -1.6236 -5.6517 -0.6732
H: -0.5387 -4.3487 -0.1065
H: -1.3177 -2.7691 -1.6685
H: -2.7770 -3.4768 -1.0666
H: -1.4825 -4.4278 -3.6359
H: -2.5818 -3.0922 -3.5619
H: -4.3917 -4.2759 -3.4802
H: -3.9244 -5.2961 -2.1380
H: -1.9259 -5.5579 -5.6654
H: -3.6560 -5.7199 -6.2330
H: -3.2339 -8.2686 -6.2721
H: -1.5082 -7.8807 -6.1948
H: -1.5515 -7.8347 -8.4661
H: -1.9158 -6.2724 -8.1633
H: -4.2810 -6.4820 -8.7231
H: -4.2296 -8.2553 -8.5220
H: -3.4285 -7.5724 -9.8481
H: -4.5747 -8.4436 -4.4883
H: -5.5413 -7.0527 -4.6607
H: -5.4411 -6.8238 -1.9980
H: -4.6502 -8.4010 -2.0545
H: -6.9539 -8.4966 -1.4192
H: -6.6871 -9.5173 -2.7287
H: -8.6617 -7.4121 -2.4154
H: -8.3849 -8.4073 -3.8455
H: -7.6591 -6.8166 -3.7125
H: -2.2726 -7.3045 -2.1339
H: -1.1632 -6.8488 -3.3181
H: -2.5943 -9.2930 -4.2178
H: -2.1567 -9.4729 -2.5635
H: -0.2102 -9.0470 -4.8765
H: -0.5387 -10.4483 -3.9755
H: 1.5068 -9.5511 -3.1471
H: 0.2920 -9.4182 -1.8759
H: 0.8026 -7.9663 -2.7920
C: -7.0449 -6.0918 -15.8356
C: -7.6330 -5.7283 -14.4827
C: -9.1015 -6.1194 -14.3230
C: -9.2841 -7.6393 -14.4191
P: -10.7816 -8.3534 -13.6870
C: -10.4387 -10.0960 -13.3435
C: -11.5164 -10.8916 -12.5982
C: -11.3636 -12.4054 -12.8125
C: -10.1183 -12.9709 -12.1509
C: -11.0384 -7.5011 -12.1090
C: -9.9747 -7.7953 -11.0542
C: -10.4061 -7.2272 -9.7027
C: -9.4005 -7.4613 -8.5574
C: -12.2353 -8.1087 -14.7145
C: -12.6108 -6.7039 -15.2346
C: -13.5947 -5.9362 -14.3668
C: -14.9325 -6.6417 -14.1696
H: -7.5512 -5.4952 -16.5990
H: -7.1581 -7.1531 -16.0724
H: -5.9812 -5.9093 -15.9861
H: -7.5408 -4.6515 -14.3259
H: -7.0571 -6.1664 -13.6600
H: -9.7306 -5.6420 -15.0758
H: -9.4089 -5.7196 -13.3547
H: -8.4436 -8.1568 -13.9464
H: -9.3119 -7.9414 -15.4704
H: -9.5413 -9.9961 -12.7275
H: -10.1205 -10.5279 -14.2982
H: -12.5254 -10.5370 -12.8179
H: -11.3381 -10.6468 -11.5438
H: -11.3064 -12.5149 -13.8968
H: -12.2483 -12.8996 -12.4122
H: -10.0567 -14.0322 -12.3848
H: -10.0500 -12.8487 -11.0660
H: -9.2199 -12.4542 -12.5015
H: -12.0412 -7.7869 -11.7674
H: -11.1228 -6.4272 -12.2782
H: -9.0928 -7.1755 -11.2571
H: -9.6254 -8.8170 -10.9046
H: -11.3553 -7.6079 -9.2986
H: -10.5999 -6.1517 -9.7501
H: -8.3716 -7.2632 -8.8554
H: -9.4708 -8.4808 -8.1617
H: -9.7153 -6.8026 -7.7494
H: -13.0924 -8.5344 -14.1875
H: -12.0884 -8.7655 -15.5795
H: -13.1190 -6.9126 -16.1838
H: -11.7279 -6.1618 -15.5732
H: -13.8131 -4.9874 -14.8542
H: -13.1558 -5.7844 -13.3736
H: -14.8928 -7.6669 -13.7943
H: -15.4039 -6.7240 -15.1566
H: -15.6563 -6.1069 -13.5586
C: -6.7190 -9.7127 -6.0042
C: -7.5069 -10.9826 -6.3020
C: -8.8241 -10.9657 -5.5205
C: -9.4522 -12.3606 -5.3506
P: -11.2549 -12.4618 -5.3551
C: -11.7650 -14.1678 -5.0204
C: -11.4625 -15.1055 -6.2084
C: -11.6606 -16.5745 -5.8554
C: -10.5717 -17.1556 -4.9624
C: -12.0911 -11.3585 -4.1847
C: -11.5288 -9.9576 -3.9266
C: -11.8545 -8.9371 -4.9870
C: -11.5366 -7.4717 -4.7129
C: -11.7323 -11.9856 -7.0394
C: -13.2331 -12.0761 -7.3508
C: -13.5395 -12.4773 -8.7921
C: -15.0104 -12.3245 -9.1099
H: -7.2873 -8.8050 -6.2059
H: -5.7947 -9.7847 -6.5790
H: -6.4671 -9.6767 -4.9447
H: -6.9679 -11.8768 -5.9687
H: -7.6816 -11.1577 -7.3667
H: -9.5392 -10.2602 -5.9595
H: -8.6619 -10.4951 -4.5495
H: -9.0955 -12.7030 -4.3692
H: -9.0476 -13.1298 -6.0128
H: -12.8417 -14.1435 -4.8488
H: -11.1697 -14.4536 -4.1504
H: -10.4538 -14.8779 -6.5624
H: -12.1768 -14.8896 -7.0082
H: -11.6661 -17.1445 -6.7899
H: -12.6691 -16.7697 -5.4826
H: -10.8918 -18.1069 -4.5396
H: -10.3144 -16.5096 -4.1183
H: -9.6459 -17.3313 -5.5111
H: -11.8508 -11.9336 -3.2768
H: -13.1558 -11.3438 -4.4130
H: -10.5010 -10.0183 -3.5527
H: -11.9377 -9.6225 -2.9610
H: -12.9150 -8.9721 -5.2704
H: -11.4016 -9.2312 -5.9457
H: -11.8200 -6.8590 -5.5700
H: -10.5132 -7.3220 -4.3801
H: -12.2367 -7.0698 -3.9721
H: -11.1379 -12.6787 -7.6477
H: -11.3729 -10.9733 -7.2335
H: -13.7567 -11.1601 -7.0662
H: -13.6447 -12.8168 -6.6492
H: -13.2287 -13.5157 -8.9324
H: -12.8781 -11.8519 -9.3989
H: -15.6129 -12.7142 -8.2844
H: -15.3336 -12.8770 -9.9918
H: -15.3374 -11.2907 -9.2362
C: -4.8483 1.2900 -4.4680
C: -5.0328 0.7708 -3.0462
C: -5.6935 1.8028 -2.1532
C: -5.5907 1.4760 -0.6515
P: -6.3316 2.7104 0.4267
C: -5.8765 2.3644 2.1569
C: -6.0806 3.5093 3.1418
C: -5.0099 3.4378 4.2520
C: -5.0755 4.6075 5.2371
C: -8.1226 2.9076 0.3329
C: -8.7009 3.3745 -0.9945
C: -10.0022 4.1689 -0.8467
C: -11.1857 3.2634 -0.5229
C: -5.5769 4.3023 0.0273
C: -4.0601 4.3279 0.1797
C: -3.3773 5.6866 -0.0300
C: -1.9670 5.7171 0.5336
H: -4.0528 0.7994 -5.0259
H: -4.6168 2.3556 -4.4407
H: -5.7564 1.1404 -5.0539
H: -4.0572 0.5125 -2.6126
H: -5.5853 -0.1714 -2.9956
H: -6.7351 1.9515 -2.4516
H: -5.2381 2.7916 -2.2773
H: -4.5407 1.3295 -0.3925
H: -6.1315 0.5431 -0.4502
H: -4.8114 2.1345 2.0492
H: -6.3695 1.4355 2.4528
H: -7.0599 3.5326 3.6139
H: -5.8094 4.4498 2.6560
H: -4.0460 3.5116 3.7385
H: -5.0627 2.4820 4.7765
H: -6.1024 4.8552 5.5234
H: -4.6214 5.4953 4.8044
H: -4.6338 4.2968 6.1823
H: -8.2566 3.6753 1.1065
H: -8.6025 1.9988 0.7042
H: -8.7867 2.6020 -1.7574
H: -8.0098 4.1161 -1.4187
H: -10.3013 4.6973 -1.7533
H: -9.8338 4.9513 -0.1026
H: -11.3722 2.4992 -1.2790
H: -12.1112 3.8418 -0.4622
H: -11.1320 2.7548 0.4446
H: -6.0286 5.1101 0.6111
H: -5.8751 4.5598 -0.9947
H: -3.6345 3.5953 -0.5184
H: -3.7546 3.9346 1.1574
H: -4.0422 6.4662 0.3550
H: -3.3991 5.8461 -1.1128
H: -1.3440 5.0702 -0.0847
H: -1.9329 5.4123 1.5772
H: -1.5852 6.7317 0.4303
N: -5.7403 -4.6030 -5.7291
S: -6.0161 -3.0002 -5.8592
O: -7.3294 -2.5789 -5.5053
O: -5.3188 -2.2896 -6.8628
F: -5.2065 -2.6214 -4.5063
S: -6.8938 -5.1781 -6.6400
O: -7.0903 -4.6434 -7.9474
O: -7.9827 -5.7855 -5.9373
F: -6.0575 -6.5521 -7.0405

Output
**Energy above the lowest of the compared OMol25 structures with the same formula, charge and spin**: 11.6 kcal/mol
**E_HOMO**: -14.22 eV
**Frontier orbital gap**: 9.7 eV
**Charge**: +3

---

Record 2
DFT (ωB97M-V with the def2-TZVPD basis set) results for 12 unconnected molecules or ions with the total composition C64H144O20.

Positions of all 228 atoms, in Å:
C: -0.9199 1.3746 2.3764
C: -1.2127 0.5270 1.1207
C: -1.1020 1.3991 -0.1333
C: -1.4677 0.6319 -1.4336
C: -0.5946 -0.5908 -1.7095
C: 0.8625 -0.2255 -2.0789
H: -0.9750 0.7434 3.2613
H: -1.6336 2.1966 2.3610
H: 0.0744 1.8113 2.2663
H: -0.5162 -0.3070 1.0248
H: -2.2430 0.1621 1.1847
H: -0.0546 1.7001 -0.2431
H: -1.7676 2.2583 -0.0214
H: -2.4790 0.2788 -1.2014
H: -1.3890 1.3494 -2.2519
H: -0.5574 -1.3277 -0.9066
H: -1.0404 -1.0910 -2.5754
H: 1.3658 -1.1556 -2.3379
H: 0.8439 0.4596 -2.9276
H: 1.3631 0.2689 -1.2440
C: -4.9856 2.1513 -3.2984
C: -5.2175 0.6687 -2.9910
C: -4.3385 -0.1703 -3.9122
C: -4.5730 -1.7006 -3.7662
C: -3.9939 -2.5519 -4.9047
C: -4.0902 -4.0490 -4.6953
H: -5.0777 2.3328 -4.3737
H: -3.9689 2.4677 -3.0498
H: -5.6979 2.8164 -2.8089
H: -4.9624 0.5095 -1.9406
H: -6.2733 0.4443 -3.1508
H: -3.2960 0.1372 -3.8066
H: -4.6388 0.1089 -4.9275
H: -4.1767 -2.0797 -2.8209
H: -5.6582 -1.8197 -3.7273
H: -4.5166 -2.3373 -5.8435
H: -2.9562 -2.2845 -5.1210
H: -3.6792 -4.3644 -3.7328
H: -5.1039 -4.4405 -4.8024
H: -3.5148 -4.6024 -5.4430
C: -5.8042 5.5914 0.0295
C: -4.6246 5.4856 -0.9473
C: -3.2671 5.3551 -0.2798
C: -2.1035 5.2885 -1.2958
C: -1.7818 6.5993 -1.9891
C: -0.5061 6.4629 -2.8274
H: -5.7468 6.4799 0.6566
H: -5.8432 4.6853 0.6365
H: -6.6918 5.6011 -0.6055
H: -4.8342 4.5703 -1.5118
H: -4.6489 6.3298 -1.6381
H: -3.2328 4.4886 0.3837
H: -3.1087 6.2485 0.3338
H: -1.2642 4.9529 -0.6733
H: -2.2114 4.4902 -2.0377
H: -2.6194 6.8534 -2.6421
H: -1.6312 7.4059 -1.2676
H: -0.1892 7.3656 -3.3492
H: 0.3247 6.0755 -2.2340
H: -0.6792 5.7037 -3.5991
C: 1.2769 4.4896 0.7633
C: 2.6004 4.0100 0.1205
C: 2.5316 3.7801 -1.3892
C: 3.8694 3.2617 -1.9263
C: 3.9857 3.2702 -3.4454
C: 2.9781 2.3549 -4.1104
H: 1.0080 5.4135 0.2418
H: 1.3706 4.7960 1.8079
H: 0.4925 3.7347 0.7443
H: 3.4184 4.6958 0.3534
H: 2.8430 3.1063 0.6928
H: 2.3316 4.7180 -1.9177
H: 1.7155 3.0832 -1.5979
H: 4.6420 3.9101 -1.5046
H: 4.0089 2.2290 -1.5892
H: 3.8585 4.2751 -3.8664
H: 5.0179 3.0154 -3.7019
H: 3.1575 1.3279 -3.7741
H: 1.9381 2.5941 -3.8850
H: 3.0642 2.3619 -5.1993
C: 2.2291 6.5356 -5.7008
O: 1.4202 5.4689 -6.1664
C: 0.2744 5.9432 -6.8603
C: -0.4164 4.7417 -7.5055
O: -1.0666 3.8575 -6.6544
C: -0.2380 3.0577 -5.8355
C: -0.8233 1.6722 -5.5366
O: -0.7694 0.9065 -6.7105
C: -1.5292 -0.2851 -6.6218
H: 2.8892 6.0982 -4.9508
H: 1.5987 7.2646 -5.1793
H: 2.8329 7.0518 -6.4504
H: 0.4947 6.6476 -7.6670
H: -0.4304 6.3738 -6.1403
H: 0.2466 4.2482 -8.2270
H: -1.1881 5.1892 -8.1432
H: -0.0527 3.5488 -4.8719
H: 0.7440 3.0279 -6.3170
H: -1.8104 1.8940 -5.1138
H: -0.1761 1.2118 -4.7817
H: -0.9801 -1.0313 -6.0390
H: -1.7240 -0.7196 -7.6035
H: -2.5205 -0.0368 -6.2333
C: -1.3136 -3.9165 0.1660
O: -2.0310 -5.0623 0.6194
C: -1.2878 -6.2527 0.6881
C: -0.7333 -6.5485 2.0890
O: 0.5184 -5.8841 2.1725
C: 1.1001 -5.9995 3.4665
C: 2.5513 -5.5221 3.4614
O: 3.4247 -6.2306 2.6376
C: 3.7176 -7.5452 3.0731
H: -1.1117 -3.9521 -0.9086
H: -0.3659 -3.8438 0.7007
H: -1.9893 -3.0842 0.3544
H: -0.4925 -6.3834 -0.0492
H: -2.0064 -7.0556 0.4896
H: -0.7184 -7.6200 2.3077
H: -1.4507 -6.0863 2.7767
H: 1.0896 -7.0629 3.7318
H: 0.5563 -5.3738 4.1827
H: 2.8213 -5.6162 4.5255
H: 2.5784 -4.4801 3.1483
H: 2.8627 -8.1952 2.8604
H: 3.8710 -7.5490 4.1576
H: 4.5909 -7.9164 2.5471
C: 4.6363 0.2928 1.7079
O: 3.9961 1.1843 2.5806
C: 2.8456 0.6533 3.1869
C: 2.2788 1.6505 4.1885
O: 3.0514 1.8888 5.3321
C: 4.2176 2.6644 5.1554
C: 4.8706 2.9003 6.4964
O: 3.9966 3.6850 7.3021
C: 4.5186 3.8758 8.5901
H: 5.1370 -0.5574 2.1823
H: 5.4394 0.8135 1.1837
H: 3.9155 -0.0104 0.9433
H: 3.0253 -0.3138 3.6760
H: 2.0970 0.4466 2.4056
H: 1.2846 1.3353 4.4993
H: 2.1568 2.6149 3.6765
H: 3.9681 3.5866 4.6220
H: 4.9446 2.0958 4.5649
H: 5.8291 3.4019 6.3328
H: 4.9788 1.9587 7.0462
H: 4.2608 3.0265 9.2361
H: 4.0776 4.7390 9.0904
H: 5.6029 4.0199 8.6092
C: 2.5143 -2.8429 0.6819
O: 1.8089 -3.1704 -0.4742
C: 1.8825 -4.5479 -0.8456
C: 3.2388 -4.9160 -1.4066
O: 3.5597 -4.1131 -2.5461
C: 4.5505 -4.7303 -3.3611
C: 4.0531 -5.7828 -4.3217
O: 3.3561 -6.8245 -3.6511
C: 3.4478 -8.0728 -4.2901
H: 2.6843 -1.7672 0.7378
H: 3.5240 -3.2666 0.7368
H: 1.9391 -3.1364 1.5701
H: 1.0483 -4.7681 -1.5057
H: 1.7654 -5.1217 0.0844
H: 3.2162 -5.9628 -1.7165
H: 4.0265 -4.8538 -0.6490
H: 5.2820 -5.1926 -2.6882
H: 5.0442 -3.9301 -3.9104
H: 4.8709 -6.2600 -4.8671
H: 3.3966 -5.2564 -5.0271
H: 2.8537 -8.7573 -3.6887
H: 4.4551 -8.4529 -4.4753
H: 2.9521 -8.0616 -5.2699
O: -4.5189 1.8234 4.8610
C: -4.6075 0.8775 4.1156
O: -4.6871 0.9167 2.8029
C: -4.5497 2.1477 2.1183
C: -4.7011 1.8653 0.6379
C: -4.5196 -0.5287 4.6585
H: -3.6146 2.6624 2.3482
H: -5.3006 2.8844 2.4163
H: -4.0556 1.1013 0.2009
H: -4.5790 2.7380 -0.0048
H: -5.7041 1.4921 0.4121
H: -3.4636 -0.7811 4.7874
H: -4.9779 -1.2635 4.0007
H: -4.9004 -0.6024 5.6739
O: -3.7333 -3.2712 6.1740
C: -2.6044 -3.6821 6.1346
O: -1.8557 -3.9272 5.0438
C: -2.2303 -3.3810 3.7852
C: -1.2782 -2.2778 3.3751
C: -1.9131 -4.0837 7.4062
H: -3.2547 -3.0027 3.7938
H: -2.2374 -4.1885 3.0525
H: -1.3567 -1.4923 4.1336
H: -1.5147 -1.8679 2.3971
H: -0.2352 -2.6032 3.3755
H: -0.9528 -4.5865 7.2587
H: -2.4939 -4.8559 7.9070
H: -1.6952 -3.2097 8.0116
O: 6.1351 -1.2804 -3.4701
C: 5.0190 -1.2352 -3.0190
O: 3.9370 -1.2529 -3.8019
C: 4.1645 -1.0478 -5.2087
C: 2.8266 -1.4313 -5.8380
C: 4.7120 -1.3098 -1.5531
H: 4.9320 -1.7037 -5.6137
H: 4.4006 0.0032 -5.3649
H: 2.9421 -1.5737 -6.9128
H: 2.0463 -0.6866 -5.6783
H: 2.5005 -2.3579 -5.3644
H: 4.2265 -2.2598 -1.3450
H: 4.0333 -0.4927 -1.3081
H: 5.6534 -1.2751 -1.0125
O: -3.3930 -1.9584 9.5584
C: -3.4377 -0.7587 9.6696
O: -2.9517 0.1044 8.7723
C: -2.1148 -0.4081 7.7309
C: -1.6308 0.7744 6.9179
C: -4.1900 -0.0320 10.7673
H: -2.6613 -1.0565 7.0432
H: -1.3204 -1.0168 8.1625
H: -1.2346 1.5795 7.5340
H: -2.4105 1.2086 6.2854
H: -0.9172 0.4729 6.1444
H: -4.8600 -0.7672 11.2035
H: -4.7459 0.8107 10.3727
H: -3.3947 0.2361 11.4652

Output
**E_HOMO**: -9.51 eV
**Frontier orbital gap**: 10.0 eV
**Structure (SMILES)**: CCOC(C)=O.CCOC(C)=O.CCOC(C)=O.CCOC(C)=O.COCCOCCOC.COCCOCCOC.COCCOCCOC.COCCOCCOC.CCCCCC.CCCCCC.CCCCCC.CCCCCC